(1)
15
Properties=species:S:1:pos:R:3 method="wB97M-V/def2-TZVPD" largest_force_ev_per_a=4.20 e_tot_ha=-2824.02701 de_lowest_kj_mol=58.8 homo_energy_ha=-0.343
H 2.832 -1.696 -1.648
N 1.891 -1.277 -1.621
C 1.613 -0.688 -0.580
Br 2.917 -0.477 0.944
C 0.261 -0.005 -0.218
C -0.246 1.089 -1.233
C -0.438 -0.524 0.821
C -1.699 0.076 1.409
H -0.282 1.930 -0.565
H 0.382 1.446 -1.976
H -1.172 0.598 -1.533
H 0.000 -1.259 1.512
H -2.169 -0.718 1.883
H -2.414 0.624 0.724
H -1.475 0.883 2.080

***

(2)
65
Properties=species:S:1:pos:R:3 method="wB97M-V/def2-TZVPD" largest_force_ev_per_a=1.21 e_tot_ha=-2833.16528 de_lowest_kj_mol=50.0 homo_energy_ha=-0.279
Pd 0.219 0.030 -2.477
F 5.435 -0.744 -1.790
C 4.445 0.057 -2.228
C 3.140 -0.386 -2.114
C 2.104 0.416 -2.572
C 2.414 1.701 -3.083
C 3.747 2.078 -3.172
F 4.066 3.291 -3.674
C 4.791 1.278 -2.765
C 1.266 2.538 -3.430
C 1.271 3.890 -3.759
C 0.067 4.529 -3.994
C -1.121 3.823 -3.900
C -1.065 2.487 -3.558
N 0.095 1.864 -3.338
H 2.981 -1.335 -1.630
H 5.818 1.601 -2.849
H 2.202 4.427 -3.814
H 0.059 5.582 -4.244
H -2.078 4.293 -4.073
H -1.952 1.879 -3.453
O -1.935 -0.100 -2.223
C -2.415 -1.332 -1.771
C -1.344 -2.374 -1.581
C -1.714 -3.631 -1.111
C -0.757 -4.604 -0.936
C 0.558 -4.301 -1.262
C 0.843 -3.040 -1.736
N -0.075 -2.074 -1.886
H -1.883 0.578 -1.371
H -3.137 -1.721 -2.498
H -2.948 -1.203 -0.821
H -2.754 -3.819 -0.876
H -1.025 -5.583 -0.561
H 1.352 -5.027 -1.162
H 1.849 -2.799 -2.042
Cl 2.564 -0.250 4.523
C 1.486 -1.516 4.015
C 1.811 -2.827 4.315
C 0.959 -3.846 3.928
C -0.193 -3.547 3.216
C -0.481 -2.234 2.892
Cl -1.881 -1.904 1.925
C 0.331 -1.170 3.305
N 0.038 0.141 2.967
C -1.181 0.774 3.292
C -2.023 0.257 4.270
C -3.253 0.849 4.513
C -3.640 1.968 3.793
C -2.784 2.491 2.834
C -1.549 1.915 2.571
C -0.651 2.452 1.490
C -0.665 1.564 0.238
O 0.414 1.108 -0.173
O -1.808 1.401 -0.305
H 2.721 -3.032 4.861
H 1.193 -4.873 4.174
H -0.866 -4.327 2.887
H 0.836 0.744 2.858
H -1.719 -0.619 4.829
H -3.906 0.432 5.269
H -4.600 2.433 3.975
H -3.079 3.361 2.260
H 0.387 2.529 1.815
H -0.982 3.456 1.217

***

(3)
14
Properties=species:S:1:pos:R:3 method="wB97M-V/def2-TZVPD" largest_force_ev_per_a=5.77 e_tot_ha=-411.02495 de_lowest_kj_mol=129.3 homo_energy_ha=-0.359
C -1.304 0.529 -0.836
C -0.659 -0.171 0.078
C -1.022 -1.074 1.125
C 1.194 0.304 0.156
N 1.667 0.614 -1.091
F 1.316 1.360 1.037
F 1.794 -0.742 0.868
H -0.616 1.186 -1.399
H -2.251 0.171 -1.045
H -1.446 -0.492 2.019
H -0.144 -1.636 1.415
H -1.835 -1.657 0.738
H 2.336 1.367 -1.254
H 0.969 0.240 -1.811